{"formula": "C38H97N7O12", "method": "the ωB97M-V functional and the def2-TZVPD basis", "de_lowest_kj_mol": 239.2, "orbital_gap_ev": 9.06, "e_homo_ev": -8.5, "smiles": "COC[C@H](C)N.COC[C@H](C)N.COCCNCCOC.COCCNCCOC.COCCNCCOC.COCCNCCOC.COCCNCCOC", "symbols": ["C", "O", "C", "C", "C", "N", "H", "H", "H", "H", "H", "H", "H", "H", "H", "H", "H", "C", "O", "C", "C", "C", "N", "H", "H", "H", "H", "H", "H", "H", "H", "H", "H", "H", "C", "O", "C", "C", "N", "C", "C", "O", "C", "H", "H", "H", "H", "H", "H", "H", "H", "H", "H", "H", "H", "H", "H", "H", "C", "O", "C", "C", "N", "C", "C", "O", "C", "H", "H", "H", "H", "H", "H", "H", "H", "H", "H", "H", "H", "H", "H", "H", "C", "O", "C", "C", "N", "C", "C", "O", "C", "H", "H", "H", "H", "H", "H", "H", "H", "H", "H", "H", "H", "H", "H", "H", "C", "O", "C", "C", "N", "C", "C", "O", "C", "H", "H", "H", "H", "H", "H", "H", "H", "H", "H", "H", "H", "H", "H", "H", "C", "O", "C", "C", "N", "C", "C", "O", "C", "H", "H", "H", "H", "H", "H", "H", "H", "H", "H", "H", "H", "H", "H", "H"], "positions_angstrom": [[18.69982, 16.22858, 18.88218], [19.04776, 14.86472, 18.99479], [19.72945, 14.15850, 17.93645], [18.89691, 14.00890, 16.59983], [17.55063, 13.30961, 16.94267], [19.70561, 13.33392, 15.55576], [18.33092, 16.53242, 19.83438], [17.95251, 16.38776, 18.07396], [19.55558, 16.84900, 18.62723], [20.68088, 14.57597, 17.66125], [19.88502, 13.09124, 18.23338], [18.74917, 15.01660, 16.16202], [17.07708, 13.84270, 17.73411], [17.65809, 12.30663, 17.45075], [16.95570, 13.29649, 16.03040], [19.78894, 12.32457, 15.76195], [19.26367, 13.39744, 14.64529], [23.77068, 17.45368, 18.68243], [22.83340, 17.77446, 17.60527], [22.81659, 16.69556, 16.68854], [22.08776, 17.12563, 15.41165], [20.70606, 17.68625, 15.72343], [21.94074, 16.02493, 14.43656], [23.99978, 18.34409, 19.24511], [24.78170, 17.11043, 18.28775], [23.35894, 16.70321, 19.32567], [23.81783, 16.46149, 16.38622], [22.24561, 15.84753, 17.07864], [22.59811, 17.97379, 14.95378], [20.33461, 18.18059, 14.82347], [20.76647, 18.37709, 16.54449], [19.99039, 16.93316, 16.04022], [22.88423, 15.85081, 14.07081], [21.59176, 15.10638, 14.76585], [17.10783, 19.62557, 15.43534], [17.94087, 19.62823, 14.23191], [17.22148, 19.14880, 13.13965], [17.04056, 17.60759, 13.09368], [18.41210, 17.07091, 13.04075], [18.64779, 15.68900, 13.28194], [18.17827, 14.72493, 12.24652], [18.42980, 13.36554, 12.66479], [17.86785, 12.36342, 11.87303], [17.80621, 19.96903, 16.23119], [16.71035, 18.65323, 15.72443], [16.28649, 20.29765, 15.26256], [17.73842, 19.36914, 12.17664], [16.27154, 19.66408, 13.17555], [16.47726, 17.36219, 12.20786], [16.56963, 17.23847, 14.02448], [18.97344, 17.61954, 13.70093], [18.19332, 15.25540, 14.18019], [19.73853, 15.56473, 13.39012], [18.61040, 14.99611, 11.28902], [17.09948, 14.89687, 12.16364], [18.35970, 12.36785, 10.85004], [16.77505, 12.46976, 11.75114], [17.98542, 11.38175, 12.45356], [21.29694, 13.56032, 10.56426], [22.17102, 12.79974, 11.34003], [21.58296, 12.31525, 12.50667], [22.38342, 11.13115, 13.04252], [21.80802, 10.74424, 14.30403], [20.48783, 10.12704, 14.28601], [20.02481, 9.47183, 15.60751], [20.04183, 10.29723, 16.72603], [21.21243, 10.27501, 17.54530], [21.85657, 13.76187, 9.55299], [21.09052, 14.55141, 10.99185], [20.38611, 12.96883, 10.27050], [20.50632, 11.99154, 12.33579], [21.58990, 13.13948, 13.29350], [23.38584, 11.52866, 13.12460], [22.26891, 10.32695, 12.27400], [21.88003, 11.52671, 14.99125], [20.50772, 9.35471, 13.51478], [19.59812, 10.77881, 13.89290], [20.86081, 8.77923, 15.74350], [19.06756, 8.98096, 15.48227], [21.16714, 11.16333, 18.20115], [22.14339, 10.31580, 16.92242], [21.29232, 9.42074, 18.23535], [15.20121, 18.30254, 18.51428], [15.40912, 17.24320, 17.59536], [14.25550, 16.31888, 17.37698], [14.02487, 15.56790, 18.62833], [15.26504, 14.90476, 19.04845], [15.41879, 14.82121, 20.50684], [14.60812, 13.73457, 21.12922], [13.24905, 14.05328, 20.95961], [12.47644, 13.01550, 21.43898], [16.18658, 18.71233, 18.60098], [15.03501, 17.90548, 19.51900], [14.43830, 18.94172, 18.13032], [14.61487, 15.64112, 16.60136], [13.38315, 16.84643, 16.98072], [13.24711, 14.80605, 18.41100], [13.64890, 16.09457, 19.43986], [16.04534, 15.44945, 18.66174], [15.17634, 15.74195, 21.11603], [16.44796, 14.59932, 20.76848], [14.86098, 13.65302, 22.20874], [14.89134, 12.75228, 20.66849], [12.58512, 12.81872, 22.49291], [12.69870, 12.09949, 20.88856], [11.42102, 13.25294, 21.18819], [23.10962, 13.70426, 21.17699], [22.20474, 14.78676, 21.27361], [20.92974, 14.31076, 21.48434], [19.98492, 15.41569, 21.82113], [20.10176, 16.07810, 23.15948], [21.33368, 16.82372, 23.20089], [21.15910, 17.99743, 24.15658], [22.39628, 18.40432, 24.64758], [22.26739, 19.45041, 25.62853], [24.00016, 14.03946, 20.59396], [22.73808, 12.90521, 20.52645], [23.44045, 13.40881, 22.19393], [20.86180, 13.58667, 22.25347], [20.61545, 13.90668, 20.53472], [18.96087, 15.04698, 21.75050], [20.04146, 16.14453, 20.99672], [19.98055, 15.39190, 23.93081], [21.55409, 17.07267, 22.17019], [22.15142, 16.21517, 23.57130], [20.53131, 17.61874, 24.95674], [20.59019, 18.85174, 23.69876], [21.93481, 19.08457, 26.55656], [21.55133, 20.27157, 25.38521], [23.26709, 19.92421, 25.78073], [11.27623, 15.28165, 15.35002], [12.23600, 14.48636, 15.94834], [12.95814, 13.79079, 14.95052], [14.01072, 12.79983, 15.46489], [13.47803, 11.55893, 15.98535], [14.42853, 10.47332, 16.24927], [13.63152, 9.31950, 16.72223], [13.16614, 9.44537, 18.03952], [12.25595, 8.45888, 18.45694], [10.82970, 14.81621, 14.46155], [11.70624, 16.21652, 15.00874], [10.44461, 15.40735, 16.05029], [13.46902, 14.50088, 14.24898], [12.29502, 13.16006, 14.34545], [14.59965, 13.39289, 16.20058], [14.57404, 12.46597, 14.59198], [12.88421, 11.70647, 16.77864], [15.12227, 10.70408, 17.10321], [14.99727, 10.30074, 15.38950], [14.35664, 8.48567, 16.69780], [12.78408, 9.18927, 16.07637], [12.76983, 7.60187, 18.87105], [11.51658, 8.14651, 17.69228], [11.66470, 8.84431, 19.32612]], "forces_ev_per_a": [[0.2, -0.4, -2.0], [0.4, -1.3, -0.1], [-1.4, -0.5, -1.2], [0.1, -0.2, 0.5], [1.2, -0.3, 0.0], [0.3, -0.6, 1.0], [-0.5, 0.2, 0.6], [0.1, 0.0, 0.5], [0.4, 0.1, 0.0], [0.6, 0.5, 0.2], [-0.1, 1.0, 0.5], [-0.4, -0.3, 0.5], [-0.7, 0.8, 0.2], [0.3, 0.6, -1.2], [-0.3, -0.4, 0.2], [-0.1, 0.7, 0.0], [-0.1, 0.1, 0.0], [0.7, 0.4, -1.6], [1.4, -0.6, 1.1], [-1.2, 0.9, -0.8], [-1.4, -0.4, 0.5], [0.0, -0.1, -0.2], [1.4, -0.1, -0.4], [-0.4, 0.4, 0.2], [-1.3, 0.2, 0.2], [-0.3, -0.6, 0.4], [0.8, -0.6, 0.1], [0.4, -0.3, 0.3], [0.5, -0.3, -0.2], [-0.1, 0.1, 0.3], [0.0, 0.6, 0.2], [-0.1, -0.4, -0.1], [-0.6, -0.2, -0.1], [0.1, 1.0, 0.4], [2.0, 0.1, -0.3], [-0.1, -0.5, 1.2], [-0.4, -0.8, -1.1], [1.4, 0.4, 1.4], [-0.2, 0.9, -0.4], [1.2, -1.3, 1.0], [-1.0, -0.2, -0.7], [0.1, 1.4, 0.3], [0.0, -1.0, -0.3], [-0.8, -0.1, -0.4], [0.1, -0.2, -0.2], [-0.4, 0.5, 0.2], [-0.1, 0.3, 0.9], [-0.7, 0.0, -0.5], [-0.3, -0.2, -0.2], [-0.4, 0.1, -0.4], [-0.3, -0.4, -0.5], [-0.2, 0.5, 0.6], [-0.3, 0.1, 0.1], [0.3, -0.5, -0.5], [-0.2, -0.4, -0.3], [-0.6, -0.4, 1.1], [0.3, 0.3, -0.1], [0.2, 1.3, -1.1], [0.8, 0.2, -2.8], [0.1, -0.2, -0.3], [-1.0, 0.5, 0.8], [-1.6, 0.7, -1.2], [0.1, -0.1, 1.9], [-2.1, 1.3, -1.0], [2.8, -0.4, -1.0], [-0.4, 1.0, 1.0], [0.6, 0.5, -0.3], [-1.0, -0.3, 1.8], [-0.3, -0.3, 0.2], [0.5, 0.7, 0.5], [1.2, 0.6, 0.1], [-0.3, -0.8, -0.7], [0.5, -0.7, 0.2], [0.6, 0.3, 0.8], [-0.3, -0.9, -0.9], [0.1, -0.3, 0.1], [1.5, -0.4, 0.7], [-0.5, -0.9, 0.2], [-0.2, 0.0, 0.1], [0.0, -0.3, -0.5], [-0.7, 0.0, 0.5], [-0.4, -0.2, -0.5], [0.8, -1.9, 0.1], [-1.0, -0.9, -1.0], [1.8, 1.5, 0.0], [-0.2, -2.6, -0.8], [0.5, 0.4, 0.5], [0.2, 0.6, 0.4], [0.5, -0.6, 0.0], [0.6, 0.1, 0.2], [-1.9, -0.5, -1.1], [0.4, 1.1, -0.2], [-0.7, 0.1, 0.1], [-0.5, 0.9, 0.2], [0.0, 0.1, 0.0], [0.0, 0.1, 0.3], [0.4, 0.3, 0.1], [-0.9, 1.6, 1.3], [-0.4, -0.3, 0.4], [0.0, -0.2, -0.9], [0.4, 0.0, -0.3], [-0.2, 0.1, -0.3], [-0.5, 0.5, 0.1], [0.1, 0.1, 0.6], [0.1, -0.3, 0.0], [0.5, -0.1, 0.4], [1.3, 0.9, -0.6], [1.7, 0.1, 0.1], [-1.1, 0.6, -0.7], [-1.2, 0.7, 0.7], [-0.6, -1.1, -1.4], [0.1, 0.2, 0.9], [-0.7, 0.2, -0.7], [0.3, 1.4, 0.8], [1.0, 0.9, -1.3], [-0.4, 0.1, 0.7], [-0.4, -0.3, 0.6], [-0.3, -0.4, -0.6], [0.3, -1.2, 1.0], [-0.6, -0.7, -0.2], [0.0, -0.3, 0.0], [0.2, 0.2, 0.7], [0.3, 0.7, -0.9], [0.3, 0.5, 0.1], [0.5, 0.0, 0.0], [-0.3, 0.0, 0.5], [0.5, -0.6, 0.2], [-0.4, -0.9, 1.3], [0.4, -0.6, -0.5], [-0.7, -0.5, -0.3], [-1.2, 0.1, -0.3], [0.9, -1.2, 0.0], [0.6, -0.9, -0.9], [-0.2, 0.8, 0.7], [-0.1, 0.2, -0.4], [-1.1, 2.4, 2.8], [1.0, -1.9, 0.0], [-0.3, 1.0, 0.4], [-0.9, 0.3, 0.8], [0.1, -0.2, 0.0], [0.0, 0.5, 0.1], [0.3, 0.4, 0.0], [-0.3, -0.2, 0.6], [-0.4, 0.3, -0.1], [0.4, -0.6, -0.4], [0.5, 0.6, 0.0], [-0.2, 0.1, 0.5], [-0.1, 0.1, -0.7], [0.8, -0.6, -1.4], [-0.6, -0.4, -0.2], [-0.4, -0.5, -0.6], [0.3, -0.6, -0.3], [0.5, 0.2, 0.1], [0.5, 0.1, -0.8]]}